No. 1
The following is a quantum chemistry calculation of a structure of composition C24H38IrN4O2S in a non-equilibrium geometry, from OMol25.

```
70
Properties=species:S:1:pos:R:3:forces:R:3
Ir -0.9478 -0.4371 0.2283 -0.76 0.11 1.48
C 2.6600 -0.9100 2.9206 -0.11 0.02 0.03
C 1.7253 -1.0457 1.8964 0.23 -0.05 0.02
N 0.5942 -0.3479 1.8656 -0.44 -0.12 -0.90
C 0.3080 0.5103 2.8760 0.23 0.06 0.33
C 1.1984 0.7099 3.9487 -0.17 -0.07 -0.27
C 2.3984 -0.0268 3.9458 0.02 -0.02 -0.01
C 0.8526 1.6357 4.9813 -0.10 0.16 0.13
C -0.3337 2.2897 4.9616 0.16 -0.01 0.11
C -1.2766 2.0690 3.9097 0.04 -0.21 -0.27
C -2.5490 2.6767 3.8694 -0.01 0.00 0.00
C -3.4076 2.4038 2.8289 0.05 -0.05 0.03
C -2.9923 1.5307 1.8209 -0.12 0.11 0.00
N -1.7955 0.9593 1.8355 0.09 -0.42 -0.68
C -0.9416 1.1967 2.8582 -0.11 0.24 0.35
H 3.5639 -1.5029 2.9078 -0.01 -0.02 0.00
H 1.8900 -1.7538 1.0916 0.00 0.04 0.00
H 3.1031 0.0958 4.7601 0.01 0.01 -0.01
H 1.5600 1.8049 5.7833 -0.01 -0.01 0.01
H -0.5890 2.9908 5.7463 0.00 -0.02 0.02
H -2.8445 3.3438 4.6709 -0.02 0.02 -0.02
H -4.3947 2.8428 2.7810 0.00 0.00 0.01
H -3.6462 1.2874 0.9916 0.02 0.04 -0.02
N -1.9091 -2.0427 1.7725 0.12 0.26 -0.21
C -3.2822 -2.5737 1.6009 -0.35 -0.32 -0.06
C -3.4435 -3.3250 0.2909 0.22 0.38 0.05
C -3.3588 -2.4098 -0.9189 -0.53 -0.33 0.11
N -1.9703 -1.9408 -1.1687 0.63 0.81 0.20
H -1.2480 -2.8190 1.7756 0.01 -0.01 0.12
H -1.8418 -1.5832 2.6779 0.13 -0.02 -0.01
H -3.9857 -1.7416 1.6562 0.05 0.04 0.01
H -3.5152 -3.2480 2.4295 0.10 0.09 0.05
H -4.4161 -3.8158 0.2923 -0.02 0.00 -0.03
H -2.6956 -4.1229 0.2162 -0.07 -0.07 -0.01
H -4.0018 -1.5372 -0.7950 0.07 0.04 -0.01
H -3.7178 -2.9472 -1.7999 0.16 0.08 -0.07
H -1.9490 -1.4095 -2.0394 -0.01 -0.18 -0.12
H -1.3594 -2.7478 -1.2869 -0.03 -0.02 -0.12
C -0.4983 3.1805 -0.5528 0.01 -0.29 0.12
C -1.5525 2.4321 -1.2998 0.11 0.52 0.01
C -2.3509 3.1792 -2.3024 -0.15 -0.17 -0.09
O -1.7766 1.2299 -1.0875 0.19 -0.71 0.09
H 0.2572 3.5417 -1.2545 -0.04 0.04 -0.03
H -0.0297 2.5564 0.2107 0.01 0.07 0.00
H -0.9262 4.0736 -0.0915 -0.03 0.02 -0.03
H -1.7416 3.9160 -2.8251 0.02 0.01 0.02
H -3.1228 3.7473 -1.7684 0.03 0.01 0.05
H -2.8537 2.5174 -3.0043 0.01 -0.01 0.02
C 5.1514 -1.7954 -1.3161 0.01 0.14 -0.15
C 3.9677 -2.6217 -1.7934 0.16 -0.13 0.32
C 2.9759 -1.8345 -2.6240 0.47 -0.34 0.20
S 2.3811 -0.3180 -1.7401 -0.73 -0.26 -1.39
O 0.9442 -0.5280 -1.3522 0.72 0.15 0.04
C 2.4975 1.0892 -2.9279 0.14 0.23 0.28
C 1.4168 1.0852 -4.0105 -0.16 -0.18 -0.21
C 1.5460 0.0611 -5.1296 -0.06 -0.05 -0.01
H 5.8172 -2.3996 -0.7040 -0.01 0.07 0.09
H 4.8198 -0.9280 -0.7211 0.06 -0.08 0.10
H 5.7481 -1.4043 -2.1429 -0.05 -0.04 -0.04
H 3.4590 -3.1032 -0.9522 -0.03 0.04 -0.04
H 4.3288 -3.4489 -2.4145 -0.13 0.06 -0.10
H 2.0777 -2.4002 -2.8710 -0.18 0.20 0.00
H 3.4455 -1.4396 -3.5286 -0.10 0.23 -0.01
H 3.5130 1.0095 -3.3285 0.05 -0.10 0.10
H 2.4496 1.9870 -2.3089 0.02 -0.06 0.10
H 1.5140 2.0804 -4.4590 0.04 0.06 0.15
H 0.4272 1.0400 -3.5492 0.01 0.08 0.02
H 2.5561 0.0334 -5.5412 0.00 -0.03 0.02
H 0.8839 0.3470 -5.9479 0.04 0.04 0.01
H 1.2334 -0.9443 -4.8444 0.10 -0.06 0.11
```
Positions in Å, forces in eV/Å.

## Properties
- E: -49191.113 eV
- 2S+1: 6
- LUMO (alpha / beta): -11.5744 / -15.6553 eV
- Net charge: +4

Atomic partial charges in e from the Mulliken method, atoms 1 to 6: atom 1 (Ir): 3.497, atom 2 (C): -1.135, atom 3 (C): -0.380, atom 4 (N): -0.044, atom 5 (C): 0.350, atom 6 (C): 0.659



No. 2
The following is a quantum chemistry calculation of a structure of composition C34H34FN5O4PtS2 in a non-equilibrium geometry, from OMol25.

```
81
Properties=species:S:1:pos:R:3:forces:R:3
Pt 2.7110 2.4076 0.2558 0.79 1.35 0.01
C 1.0562 -5.2297 -1.1656 -0.01 0.00 0.00
C 0.9441 -4.6509 0.2353 -0.01 0.04 -0.08
N 0.8191 -3.1846 0.2235 -0.08 -0.05 0.01
C 1.9355 -2.4498 0.3485 0.03 0.05 0.08
C 2.0036 -1.0846 0.3165 -0.09 0.01 0.04
C 3.4016 -0.5396 0.4842 0.18 0.33 -0.23
O 4.2952 -1.3183 0.7300 0.05 -0.11 0.05
O 3.6746 0.7294 0.2645 0.04 -1.02 0.40
C 0.7943 -0.3397 0.1360 0.10 0.07 0.09
O 0.7187 0.8982 0.1154 -0.54 -0.08 -0.22
C -0.4304 -1.1501 0.0073 0.04 0.01 -0.02
C -1.6634 -0.5141 -0.1406 0.03 0.05 -0.02
C -2.8151 -1.2370 -0.2475 -0.02 0.00 0.05
F -3.9834 -0.5640 -0.3367 -0.01 0.00 -0.02
C -2.8188 -2.6432 -0.2419 -0.04 0.02 -0.02
C -1.5902 -3.2706 -0.1119 0.01 -0.07 -0.02
C -0.4015 -2.5468 0.0423 0.09 -0.09 -0.02
N -3.9884 -3.4213 -0.3870 0.01 -0.07 -0.03
C -5.2697 -2.8253 -0.7682 0.10 -0.04 0.02
C -6.2730 -3.9528 -1.0402 -0.01 0.06 -0.04
N -5.5157 -5.1513 -1.5365 0.00 0.06 0.05
C -4.6699 -5.7434 -0.4326 0.04 -0.05 0.07
C -4.1783 -4.5977 0.4502 -0.05 0.14 0.02
H 1.1211 -6.3165 -1.1169 0.00 0.01 0.00
H 1.9539 -4.8602 -1.6612 -0.01 0.00 0.00
H 0.1951 -4.9595 -1.7793 0.01 -0.01 0.00
H 1.8302 -4.8855 0.8208 0.01 0.00 0.00
H 0.0964 -5.0671 0.7755 0.00 0.00 0.07
H 2.8591 -2.9940 0.5025 -0.01 -0.01 -0.01
H -1.7018 0.5676 -0.1442 0.00 -0.01 0.02
H -1.5510 -4.3482 -0.1596 -0.01 -0.01 -0.01
H -5.1295 -2.2331 -1.6701 0.00 0.03 -0.01
H -5.6940 -2.1722 -0.0019 -0.02 -0.01 0.02
H -6.9999 -3.6552 -1.7918 0.00 -0.04 -0.02
H -6.8091 -4.2683 -0.1483 0.01 -0.03 0.01
H -4.8962 -4.8442 -2.2881 0.00 -0.03 -0.01
H -6.1454 -5.8550 -1.9220 -0.01 0.01 -0.01
H -3.8505 -6.2761 -0.9103 -0.01 0.00 -0.02
H -5.2808 -6.4525 0.1228 -0.05 0.00 -0.04
H -3.2564 -4.8924 0.9396 0.03 0.02 0.00
H -4.9019 -4.3873 1.2458 0.01 -0.03 0.03
N 3.0346 2.6357 7.3280 -0.02 -0.05 0.02
C 2.0880 2.0755 6.5646 -0.03 0.11 -0.10
S 0.8503 1.2017 7.1911 0.03 -0.06 -0.02
C 2.2301 2.2915 5.0784 0.05 -0.05 0.18
C 3.4016 2.7538 4.4901 0.00 0.04 0.01
C 3.4788 2.8783 3.1162 -0.02 0.08 -0.04
N 2.4473 2.5794 2.3208 -0.07 -0.81 -0.15
C 1.3029 2.1497 2.8780 0.00 0.16 0.03
C 1.1639 1.9976 4.2386 -0.09 0.07 -0.03
H 2.9754 2.5045 8.3247 0.01 0.02 0.00
H 3.7499 3.2429 6.9724 -0.01 0.04 -0.02
H 4.2833 2.9996 5.0633 0.03 -0.03 -0.01
H 4.3811 3.2274 2.6367 0.01 -0.06 -0.02
H 0.4937 1.9317 2.1973 0.03 -0.05 -0.03
H 0.2337 1.6441 4.6600 0.02 0.00 -0.01
O 2.2678 4.4022 0.1697 -0.45 0.36 0.05
S 2.0940 5.1135 -1.1829 -0.01 0.09 0.17
C 0.4309 4.8739 -1.7336 -0.04 -0.03 0.01
C -0.2159 5.9942 -2.2331 -0.01 0.04 0.00
C -1.5247 5.8703 -2.6822 -0.02 -0.01 -0.01
C -2.1651 4.6441 -2.6035 0.02 -0.01 0.02
C -1.5059 3.5320 -2.0825 0.01 0.04 -0.02
C -0.1975 3.6348 -1.6474 -0.01 0.00 -0.03
C 2.9464 4.0080 -2.2897 -0.04 -0.11 -0.10
C 3.9345 3.1879 -1.7424 -0.05 -0.19 -0.15
C 4.5389 2.2314 -2.5586 0.05 -0.03 0.05
C 4.2126 2.1575 -3.9016 -0.01 -0.01 -0.02
C 3.2758 3.0317 -4.4407 0.02 0.00 0.00
C 2.6220 3.9524 -3.6340 -0.03 -0.04 0.00
H 0.2914 6.9510 -2.2700 0.00 -0.02 0.01
H -2.0414 6.7331 -3.0799 0.00 -0.01 0.01
H -3.1883 4.5529 -2.9435 0.01 -0.01 0.00
H -2.0148 2.5785 -2.0242 -0.01 0.01 0.00
H 0.3142 2.7685 -1.2436 0.02 0.01 0.02
H 4.3511 3.3756 -0.7437 0.02 0.03 0.01
H 5.2743 1.5634 -2.1300 -0.01 0.01 0.01
H 4.6944 1.4251 -4.5347 0.00 0.01 0.00
H 3.0376 2.9861 -5.4951 0.00 -0.01 0.01
H 1.8576 4.5979 -4.0475 0.00 -0.02 0.01
```
Positions in Å, forces in eV/Å.

## Properties
- E: -79070.659 eV
- LUMO: -4.8780 eV
- Net charge: +2

Atomic partial charges in e from the Mulliken method, atoms 1 to 6: atom 1 (Pt): 1.934, atom 2 (C): -1.019, atom 3 (C): -1.027, atom 4 (N): 0.191, atom 5 (C): -0.223, atom 6 (C): -0.266



Q: Which energy above the lowest of the compared OMol25 structures with the same formula, charge and spin values were calculated for the entries above? A: 98.2; 182.7, in kJ/mol.